Record 1
Entry from the Open Molecules 2025 dataset: a molecular structure, C48H36HfN2O2P2S3 at a distorted geometry (wB97M-V/def2-TZVPD).

Values from the calculation:
Max |F| (Eh/bohr): 0.0429
Energy above the lowest of the compared OMol25 structures with the same formula, charge and spin (eV): 1.104
Orbital gap (Eh): 0.274
Highest occupied orbital energy (eV): -7.67
LUMO energy (Ha): -0.0078

The geometry in XYZ format:
```
94
Properties=species:S:1:pos:R:3:forces:R:3
Hf -0.865 0.119 -0.786 -1.1 1.5 0.2
S -1.778 2.327 0.802 0.1 -0.8 -0.9
P -0.479 1.362 1.995 1.1 0.3 0.1
C 0.495 0.264 1.030 -1.7 -1.0 1.1
P 0.173 -1.376 1.571 1.2 0.0 0.2
S -1.637 -2.075 1.084 0.2 0.7 -0.9
C 1.488 -2.415 0.840 -0.2 0.0 0.2
C 1.250 -3.766 0.628 0.0 0.1 0.0
C 2.261 -4.573 0.137 0.1 -0.1 -0.1
C 3.499 -4.025 -0.160 0.0 -0.1 -0.1
C 3.732 -2.672 0.035 0.1 0.0 0.0
C 2.734 -1.871 0.555 -0.1 0.1 0.1
C 0.487 -1.701 3.341 -0.1 0.1 -0.1
C -0.429 -2.408 4.103 0.1 0.0 -0.1
C -0.188 -2.617 5.448 0.0 -0.1 0.1
C 0.969 -2.127 6.032 0.0 -0.1 0.0
C 1.898 -1.437 5.265 0.1 0.0 0.1
C 1.659 -1.226 3.919 0.0 0.0 0.0
C -1.389 0.811 3.481 0.2 0.0 -0.4
C -0.788 0.853 4.733 0.0 0.1 -0.1
C -1.486 0.419 5.843 0.0 0.0 0.1
C -2.780 -0.059 5.707 0.0 0.0 0.0
C -3.376 -0.108 4.457 -0.1 -0.1 0.1
C -2.684 0.328 3.343 0.0 0.1 -0.1
C 0.674 2.598 2.694 -0.1 -0.2 -0.2
C 2.036 2.416 2.496 -0.1 -0.2 0.0
C 2.942 3.319 3.020 0.1 0.2 0.1
C 2.485 4.414 3.735 0.1 0.0 0.0
C 1.123 4.608 3.917 -0.1 0.1 0.1
C 0.216 3.702 3.402 0.0 -0.1 -0.1
H 0.266 -4.162 0.841 0.0 -0.1 0.0
H 2.083 -5.626 -0.028 0.0 0.0 0.0
H 4.288 -4.652 -0.549 0.0 -0.1 -0.1
H 4.688 -2.242 -0.229 0.1 0.0 0.0
H 2.902 -0.815 0.722 0.0 0.1 -0.1
H -1.328 -2.779 3.633 -0.1 0.0 0.0
H -0.909 -3.160 6.041 -0.1 0.0 0.1
H 1.148 -2.289 7.086 0.0 0.0 0.1
H 2.803 -1.063 5.724 0.0 0.0 0.0
H 2.374 -0.692 3.309 0.1 0.1 0.0
H 0.222 1.227 4.833 0.0 0.0 0.1
H -1.014 0.452 6.814 0.0 0.0 0.1
H -3.323 -0.390 6.578 -0.1 -0.1 0.1
H -4.381 -0.488 4.348 -0.1 0.0 0.0
H -3.151 0.312 2.364 0.0 0.0 0.1
H 2.364 1.551 1.935 0.0 0.0 0.0
H 4.003 3.161 2.879 0.1 0.0 0.0
H 3.191 5.117 4.151 0.1 0.1 0.0
H 0.771 5.468 4.468 0.0 0.1 0.0
H -0.848 3.836 3.540 -0.1 0.1 0.1
O 0.851 -1.137 -1.634 -0.5 0.3 0.5
S 1.319 -0.185 -2.657 0.8 0.4 -0.7
O 1.442 -0.702 -3.986 0.1 0.1 0.2
N 0.287 1.018 -2.450 -0.1 -1.4 0.8
C -0.180 1.786 -3.489 -0.2 0.9 -1.0
C 0.529 2.097 -4.633 -0.1 -0.2 0.7
C -0.033 2.923 -5.613 -0.4 0.3 -0.1
C -1.292 3.448 -5.470 0.3 -0.1 -0.1
C -2.057 3.140 -4.327 0.0 -0.3 0.4
C -3.371 3.603 -4.105 0.0 -0.1 0.3
C -4.051 3.199 -2.984 0.1 0.1 -0.3
C -3.423 2.331 -2.081 0.3 -0.2 0.3
N -2.191 1.899 -2.234 0.1 -0.3 0.2
C -1.506 2.290 -3.334 0.4 0.1 -0.4
C 2.880 0.519 -2.145 -0.4 0.0 -0.2
C 2.852 1.461 -1.130 -0.2 0.2 0.2
C 4.007 2.157 -0.815 -0.1 -0.1 0.0
C 5.172 1.914 -1.523 0.1 0.0 0.0
C 5.188 0.977 -2.543 0.0 -0.1 0.0
C 4.035 0.277 -2.862 -0.1 -0.2 -0.2
H 1.517 1.683 -4.770 0.1 0.1 -0.1
H 0.550 3.148 -6.493 0.0 0.0 -0.1
H -1.721 4.083 -6.229 0.0 0.1 -0.1
H -3.819 4.270 -4.825 -0.1 0.1 -0.1
H -5.059 3.530 -2.788 -0.1 0.0 0.0
H -3.940 1.983 -1.195 0.0 0.0 0.0
H 1.917 1.655 -0.616 0.2 0.0 0.1
H 3.987 2.900 -0.033 0.0 0.1 0.1
H 6.067 2.473 -1.294 0.1 0.0 0.0
H 6.092 0.802 -3.104 0.1 0.0 -0.1
H 4.003 -0.432 -3.673 0.1 -0.1 -0.1
C -2.365 -1.026 -1.901 0.1 -0.3 0.0
C -2.786 -1.841 -2.701 -0.1 0.4 0.3
C -3.332 -2.771 -3.622 0.0 -0.2 -0.2
C -2.477 -3.507 -4.443 0.0 0.1 0.1
C -2.998 -4.409 -5.348 0.0 -0.1 -0.1
C -4.370 -4.586 -5.445 0.0 0.0 0.0
C -5.222 -3.858 -4.630 -0.1 -0.1 -0.1
C -4.711 -2.955 -3.719 0.1 0.1 0.1
H -1.410 -3.357 -4.355 0.0 0.0 0.0
H -2.338 -4.978 -5.987 0.1 0.0 0.0
H -4.776 -5.292 -6.154 0.0 -0.1 -0.1
H -6.290 -3.998 -4.709 -0.1 0.0 0.0
H -5.366 -2.386 -3.074 0.0 0.0 0.0
```
Positions in Å, forces in eV/Å.

The computed Mulliken charges, all in e, follow:
1 Hf 0.00
2 S -0.82
3 P 2.25
4 C 0.23
5 P 1.02
6 S -0.46
7 C 0.73
8 C -0.66
9 C -0.78
10 C -0.66
11 C -0.86
12 C 0.02
13 C 0.89
14 C -0.72
15 C -0.70
16 C -0.57
17 C -0.68
18 C -0.44
19 C 0.51
20 C -0.36
21 C -0.79
22 C -0.56
23 C -0.83
24 C -0.64
25 C -0.54
26 C 0.25
27 C -1.17
28 C -0.54
29 C -0.73
30 C -0.26
31 H 0.44
32 H 0.42
33 H 0.39
34 H 0.48
35 H 0.33
36 H 0.42
37 H 0.46
38 H 0.41
39 H 0.44
40 H 0.17
41 H 0.41
42 H 0.42
43 H 0.42
44 H 0.45
45 H 0.39
46 H 0.61
47 H 0.47
48 H 0.39
49 H 0.41
50 H 0.44
51 O -0.43
52 S 1.35
53 O -0.71
54 N 0.02
55 C 0.99
56 C -0.67
57 C -1.00
58 C -0.89
59 C 0.62
60 C -0.64
61 C -1.10
62 C -0.20
63 N 0.17
64 C -0.35
65 C 0.49
66 C -0.32
67 C -0.74
68 C -0.50
69 C -0.80
70 C -0.49
71 H 0.47
72 H 0.39
73 H 0.41
74 H 0.45
75 H 0.40
76 H 0.56
77 H 0.35
78 H 0.51
79 H 0.43
80 H 0.44
81 H 0.54
82 C -0.71
83 C 0.35
84 C 0.56
85 C -0.51
86 C -0.47
87 C -0.48
88 C -0.45
89 C -0.62
90 H 0.48
91 H 0.39
92 H 0.38
93 H 0.38
94 H 0.44

Record 2
Entry from the Open Molecules 2025 dataset: a molecular structure, C26H34N6O2S at a distorted geometry (wB97M-V/def2-TZVPD).

Values from the calculation:
Max |F| (Eh/bohr): 0.3578
Energy above the lowest of the compared OMol25 structures with the same formula, charge and spin (eV): 26.103
Orbital gap (Eh): 0.253
Highest occupied orbital energy (eV): -7.86
LUMO energy (Ha): -0.0364

The geometry in XYZ format:
```
69
Properties=species:S:1:pos:R:3:forces:R:3
C 4.799 -4.115 5.505 0.9 -0.7 -0.6
C 3.929 -3.557 4.237 1.3 0.1 5.0
O 2.505 -3.604 4.674 8.7 -2.1 3.8
C 1.698 -3.138 3.880 -3.4 1.4 -5.5
C 2.084 -2.698 2.501 -14.2 -1.6 8.0
C 0.923 -2.206 1.940 0.0 0.7 0.4
C -0.358 -2.145 2.568 -3.0 -0.4 -6.5
C -0.652 -2.842 3.636 -2.7 -1.5 7.5
C 0.413 -3.285 4.429 -1.5 2.2 -3.8
H 0.262 -3.507 5.421 0.0 -1.0 1.9
H -1.818 -2.880 4.201 3.6 0.1 -2.3
N -1.498 -1.998 1.637 5.3 2.6 -2.9
C -1.211 -1.285 0.225 -12.6 -2.4 4.6
O -2.478 -0.988 -0.229 6.6 -0.5 0.8
C 0.034 -1.341 -0.259 3.0 0.6 3.6
C 1.041 -1.694 0.691 1.4 1.5 -7.2
H 2.114 -1.619 0.132 -2.5 -0.4 2.0
C 0.208 -0.588 -1.464 -3.6 -3.5 -5.0
N 0.177 0.758 -1.660 2.4 3.9 3.1
C -0.828 1.591 -0.831 1.1 -2.5 -1.7
C -0.925 2.728 -1.768 -3.2 0.9 1.0
N -0.267 3.856 -1.416 -1.9 -2.6 -3.5
N -0.777 4.742 -2.416 5.5 2.6 5.0
N -1.731 4.372 -2.927 -7.0 -2.9 -6.2
N -1.996 2.836 -2.817 12.7 9.9 8.9
C -3.051 2.308 -3.304 -3.6 -5.3 -0.8
C -3.631 3.295 -4.228 -14.5 -6.1 8.5
H -4.719 2.544 -4.689 3.4 2.6 0.6
H -3.087 3.656 -4.823 7.7 5.0 -9.0
H -4.223 4.102 -3.612 1.3 -1.4 -1.3
C -4.009 1.702 -2.157 5.4 4.6 2.0
H -4.815 1.425 -2.636 -4.5 -1.8 -1.7
H -4.148 2.592 -1.409 -0.3 -1.6 -1.3
H -3.407 0.961 -1.633 -0.7 -0.4 -0.2
C -2.258 1.150 -4.014 -12.6 -6.4 8.0
C -3.488 -0.026 -4.435 8.5 0.2 -2.8
H -2.727 -0.794 -5.212 -3.2 2.2 2.1
H -4.185 0.594 -4.874 -1.7 0.5 -1.4
H -3.743 -0.504 -3.579 -1.0 -1.6 2.3
H -1.914 1.489 -4.738 5.7 5.3 -12.1
H -1.567 0.877 -3.357 2.7 -2.0 2.5
H -1.717 0.972 -0.743 -0.2 0.1 -0.8
C -0.502 1.916 0.617 -10.4 8.7 -8.6
C -1.738 2.523 1.169 -1.8 -5.7 0.5
H -2.167 3.230 0.661 -1.1 5.0 -3.2
H -2.685 1.831 0.927 2.0 0.4 1.5
H -1.692 2.822 2.151 0.0 0.3 2.4
H -0.214 1.215 1.000 5.3 -13.8 7.9
H 0.140 2.585 0.544 6.2 6.0 0.0
C 1.635 1.279 -1.406 -5.8 5.7 -5.5
C 2.563 0.767 -0.577 1.5 0.1 4.6
C 3.641 -0.033 -0.843 -6.1 3.9 -1.0
C 4.304 -0.327 0.167 8.7 -2.3 13.9
C 3.917 0.353 1.496 -1.2 -0.9 -2.0
S 2.477 1.333 1.158 2.6 -2.7 -2.0
H 4.103 0.227 2.632 0.4 -0.1 -2.5
H 5.379 -0.984 0.287 -3.4 1.8 -0.8
H 3.952 -0.336 -1.694 1.3 -1.9 -6.2
H 1.430 2.414 -1.395 0.5 -1.3 1.4
H 1.947 1.455 -2.419 1.0 -1.2 -0.9
H -0.664 -0.897 -2.254 1.4 -0.3 2.0
H 1.013 -0.974 -1.984 2.1 -0.7 -1.1
H -2.450 -1.884 1.919 -0.3 0.3 0.3
H 2.968 -2.677 2.396 11.5 0.7 -2.9
H 4.391 -2.533 4.078 -1.4 -0.9 -0.1
H 4.124 -4.198 3.439 -0.2 -0.9 -1.6
H 5.954 -4.136 5.195 -2.5 0.5 0.8
H 4.584 -3.519 6.430 0.5 -0.1 -1.0
H 4.632 -5.189 5.862 -0.3 1.3 -1.1
```
Positions in Å, forces in eV/Å.

The computed natural (NBO) charges, all in e, follow:
1 C -0.64
2 C -0.10
3 O -0.46
4 C 0.35
5 C -0.25
6 C -0.06
7 C 0.09
8 C -0.14
9 C -0.25
10 H 0.23
11 H 0.22
12 N -0.58
13 C 0.65
14 O -0.71
15 C -0.25
16 C -0.03
17 H 0.24
18 C -0.25
19 N -0.41
20 C -0.15
21 C 0.45
22 N -0.38
23 N -0.03
24 N -0.02
25 N -0.31
26 C 0.07
27 C -0.44
28 H 0.15
29 H 0.15
30 H 0.22
31 C -0.59
32 H 0.20
33 H 0.20
34 H 0.24
35 C -0.28
36 C -0.59
37 H 0.20
38 H 0.19
39 H 0.20
40 H 0.15
41 H 0.20
42 H 0.27
43 C -0.38
44 C -0.58
45 H 0.21
46 H 0.20
47 H 0.21
48 H 0.17
49 H 0.21
50 C -0.39
51 C -0.13
52 C -0.34
53 C -0.20
54 C -0.45
55 S 0.43
56 H 0.25
57 H 0.23
58 H 0.23
59 H 0.27
60 H 0.24
61 H 0.21
62 H 0.21
63 H 0.42
64 H 0.18
65 H 0.20
66 H 0.19
67 H 0.22
68 H 0.22
69 H 0.22

Record 3
Entry from the Open Molecules 2025 dataset: 2 unconnected molecules or ions with the total composition C2H3O3S at a distorted geometry (wB97M-V/def2-TZVPD).

Values from the calculation:
Max |F| (Eh/bohr): 0.0704
Energy above the lowest of the compared OMol25 structures with the same formula, charge and spin (eV): 2.713
Orbital gap (Eh): 0.261
Highest occupied orbital energy (eV): -3.31
LUMO energy (Ha): 0.1388
Net charge: -1

The geometry in XYZ format:
```
9
Properties=species:S:1:pos:R:3:forces:R:3
C 1.269 1.154 0.126 -0.5 0.8 2.1
C -0.446 -0.970 -0.317 1.1 -3.1 -1.5
O 2.479 1.247 0.069 -0.6 0.2 -0.8
O -2.816 -1.044 0.404 -0.7 0.1 0.2
O 0.743 -0.844 -0.667 -0.1 1.1 0.6
S -1.667 -0.049 0.293 -0.6 0.7 0.5
H 0.825 0.998 1.225 0.3 -0.2 -2.1
H 0.479 1.530 -0.630 1.3 -0.5 0.6
H -0.865 -2.023 -0.504 -0.1 1.0 0.4
```
Positions in Å, forces in eV/Å.

The computed natural (NBO) charges, all in e, follow:
1 C 0.29
2 C 0.02
3 O -0.62
4 O -1.06
5 O -0.65
6 S 0.69
7 H 0.09
8 H 0.11
9 H 0.13

> The lowest energy above the lowest of the compared OMol25 structures with the same formula, charge and spin belongs to which entry?

C48H36HfN2O2P2S3

> Which value of orbital gap does entry 2 give?

0.253 Eh